# 1
ORCA calculation (ωB97M-V/def2-TZVPD) on C38H47Cl3Cu2N9O6 as an isolated structure.

Output
LUMO level (spin up / spin down): -0.7 / -2.2 eV
spin multiplicity: 3
highest occupied orbital energy (spin up / spin down): -4.268 / -4.242 eV
total charge: -1
Kohn-Sham gap (spin up / spin down): 3.5904 / 2.0565 eV

Cartesian coordinates (Å):
1 H 2.98734 4.89133 3.44302
2 C 1.93112 -5.20241 2.68905
3 C 6.06805 -1.99175 3.51924
4 C 2.84037 -4.26933 -3.79999
5 H -2.73902 0.52399 1.69249
6 H -2.45896 3.19673 -1.01021
7 H 1.73594 -5.81639 3.55585
8 C -4.42339 1.79420 -3.78521
9 H -2.30359 1.39852 -3.26345
10 N -2.54815 -2.89744 -3.14367
11 N 4.67421 3.01814 1.50991
12 H -4.32749 -1.56852 -5.65963
13 Cl -1.17391 -1.01369 -0.46470
14 H 2.13029 4.97922 0.96569
15 C 2.55590 -3.95888 2.52284
16 H -2.10096 -2.93643 -2.23890
17 H -3.49421 -3.86423 -6.18191
18 C -0.90698 5.07268 4.87151
19 C -3.80180 -1.91685 3.60159
20 H -6.05708 2.06983 -5.08575
21 C -2.81362 -1.36668 4.41805
22 Cl 3.14913 -0.35773 -1.66056
23 H -4.73734 -1.04320 1.88618
24 H -4.58518 1.47936 -6.97560
25 H 2.95275 -3.28585 3.26846
26 H -0.84965 6.74126 3.32327
27 C 1.44081 -5.89930 -3.18417
28 C -3.06689 1.42895 -4.02689
29 H 2.30137 -4.78231 -0.53835
30 N -3.97127 -1.03013 2.54427
31 O 1.34356 1.00827 -4.71119
32 C -5.01752 4.64059 0.52992
33 H -2.51200 -1.72586 5.39089
34 Cu 0.85643 0.67525 -1.13253
35 H 5.08213 3.29807 3.59264
36 O 1.35390 0.71563 0.97801
37 O 1.85199 1.08160 3.15746
38 C -3.19595 -3.38576 -5.26077
39 C 3.38011 4.28801 2.63795
40 C -2.94763 1.29008 -5.41899
41 C 5.89700 -1.35243 2.30882
42 C -4.30060 4.45709 -0.67671
43 C -2.20505 -0.30332 3.67045
44 N 4.15578 -0.81515 3.57976
45 H 6.92840 -2.60836 3.73369
46 H 5.45176 2.40649 1.30646
47 H 1.45235 -2.58602 -3.39283
48 C 2.13505 -4.63671 0.51879
49 H -1.41322 0.33466 4.03431
50 H 1.06662 -6.89077 -2.97591
51 H -0.39024 4.98063 1.64945
52 C 1.40048 0.26166 2.19507
53 C 4.47217 3.53678 2.73394
54 H -1.90705 -4.70119 -3.94080
55 H -4.53628 -2.68032 3.81146
56 C -3.29265 3.50594 -0.39723
57 C 0.83086 -4.62656 -2.88847
58 C -3.36283 -1.84712 -3.59881
59 Cu 5.12120 -0.03779 -3.34403
60 C 1.53792 -5.54269 1.41904
61 H 4.63744 -2.01515 5.24745
62 C -2.86552 -0.20083 2.48308
63 H 1.09527 -6.49266 1.15823
64 N -0.55875 4.75481 2.61935
65 C 4.90128 -1.74469 4.23570
66 N -4.39255 3.95577 1.54426
67 H -5.88127 5.20810 0.84341
68 C -0.79718 5.69700 3.59380
69 N 2.66661 -3.54984 1.16242
70 N 2.67497 -5.63638 -3.75354
71 H 4.27556 0.13157 1.73315
72 H -4.90722 2.06401 -2.85811
73 H 3.34312 -6.34045 -4.03277
74 H 3.93145 3.30268 -0.43575
75 H -0.13667 -4.47094 -2.43453
76 C 4.75751 -0.57598 2.39156
77 H -2.06977 0.99161 -5.97278
78 H 2.28005 1.75135 2.61912
79 C 1.72269 -3.62569 -3.28140
80 C -3.73615 -2.11206 -4.93763
81 H -4.56800 4.81745 -1.65908
82 H -4.66755 4.00550 2.51482
83 O 0.90004 -0.83412 2.46752
84 C -2.44187 -3.79772 -4.19400
85 C 2.95318 4.36087 1.29263
86 H -0.97118 5.41984 5.89218
87 H -0.82756 2.90934 5.35353
88 H 6.56871 -1.35394 1.46313
89 C -0.48919 3.51030 3.29004
90 H -3.46689 -0.99631 -2.94178
91 O 0.16770 -0.64842 -5.15940
92 Cl 0.71566 3.20600 -1.65166
93 C 0.56491 0.16779 -4.33562
94 H 3.19458 -2.80040 0.73854
95 C 3.80513 3.55425 0.60692
96 N -5.08056 1.82482 -5.00526
97 C -0.73592 3.71338 4.63833
98 H 3.33768 -0.27155 3.81493
99 C -3.35750 3.28531 0.96509
100 H -0.67819 -0.50848 -3.40987
101 H 3.71717 -3.87158 -4.28928
102 H -0.27657 2.57276 2.79789
103 H -2.69890 2.81112 1.67768
104 O -0.06240 0.16929 -3.12172
105 C -4.18789 1.52817 -5.97252

# 2
ORCA calculation (ωB97M-V/def2-TZVPD) on C38H47Cl3IN5O5SSi2Zr as an isolated structure.

Output
LUMO level: -0.8 eV
highest occupied orbital energy: -7.202 eV
relative energy (zero: lowest compared OMol25 entry of this formula, charge and spin): 79.77 kcal/mol
Kohn-Sham gap: 6.4235 eV

Cartesian coordinates (Å):
1 H -0.34603 3.90501 -2.02087
2 C 3.50630 -2.23104 -1.67992
3 Cl -0.47097 -5.27458 2.38310
4 C -2.69827 -0.25644 -2.48662
5 C -0.73540 1.10187 -2.59571
6 N 0.57961 1.33485 -2.17570
7 C -4.95486 2.09096 -0.72319
8 O -1.33177 2.04427 2.51160
9 H -4.82092 3.17276 -0.73948
10 Zr 1.75862 -2.21439 0.34577
11 H 3.98474 -4.67731 0.42726
12 H -0.74811 2.68595 -4.04401
13 I 8.25144 -1.83408 -5.83031
14 H -4.17029 1.63374 -1.32839
15 H -5.01636 -0.30847 1.77493
16 C 4.35209 -2.19433 -4.00690
17 H -0.98050 -4.57625 -1.70173
18 C -0.26365 1.03655 4.38018
19 C -2.72325 0.74227 4.05525
20 C 1.20379 0.47246 -1.36139
21 H 3.32832 -2.30607 -4.33817
22 C -5.10864 0.06567 0.75469
23 O -3.59300 1.89087 1.23905
24 C -1.80863 3.00163 4.62520
25 O 3.76079 -2.19169 -0.41733
26 C -1.30709 1.87001 -3.60312
27 H -3.20921 -1.11043 -2.06522
28 H -3.01425 4.56001 0.47567
29 C -2.01426 4.69336 0.88491
30 C 4.62230 -2.14463 -2.64313
31 H 0.43650 3.66110 1.63571
32 N 0.64882 -0.53470 -0.79345
33 H -3.65646 1.21052 3.74772
34 C -1.00485 4.49738 -1.38845
35 C -0.99449 3.94800 0.03286
36 H -4.27508 0.26435 -3.83350
37 C 3.70328 -0.55890 1.98965
38 H 4.24246 -1.39974 2.40163
39 H -2.80669 0.44564 5.10191
40 H -0.65483 5.52983 -1.40251
41 C 3.26217 -6.52455 -0.40441
42 H -2.00189 4.33118 1.91302
43 H -5.92022 1.85542 -1.17382
44 H 1.11364 3.50073 0.01098
45 C 6.69035 -1.96981 -4.45984
46 C -3.28131 0.50525 -3.48146
47 Si -2.00584 1.61270 1.10174
48 N -1.03419 -2.15596 -1.22529
49 C 0.99468 -5.03745 -0.86830
50 C -4.88000 1.56902 0.70859
51 O -1.37908 2.55739 -0.07308
52 H -4.38616 -0.45494 0.13414
53 H 1.00349 1.32732 1.41875
54 H -2.57400 -0.16722 3.46858
55 H 3.30098 2.45581 0.68108
56 C 6.96776 -1.91957 -3.10014
57 N -0.08627 -2.93172 -0.82165
58 C 1.00717 -6.40334 -1.20748
59 S -1.56345 -0.45970 0.77104
60 H -5.85036 1.88738 2.61167
61 C -0.78193 -0.78217 -0.93794
62 H 7.98624 -1.81080 -2.75543
63 H 0.59507 1.67540 4.17304
64 H 5.18512 -2.14575 -5.98126
65 H -0.31096 0.83981 5.45224
66 C 5.38728 -2.10679 -4.92009
67 C 5.92901 -2.00634 -2.18980
68 H -6.90008 2.15113 1.21334
69 H -0.11373 0.08690 3.86801
70 H 4.17351 -7.06974 -0.21040
71 H -0.95707 3.67338 4.51203
72 H 5.29764 0.73712 1.24767
73 C -1.54595 1.69276 3.89295
74 H 0.12569 -6.84805 -1.64603
75 C -5.88808 2.28427 1.59706
76 C 3.16790 -5.19864 -0.05508
77 H 6.11937 -1.95812 -1.12679
78 C -1.42781 0.05065 -2.01228
79 H -5.66582 3.35088 1.63179
80 H -1.78578 5.76101 0.89681
81 C 3.18087 1.47196 1.11437
82 H 2.25643 0.66265 -1.17837
83 C 0.40208 4.05652 0.62307
84 H 0.71137 5.10278 0.64331
85 N 2.06740 -4.46782 -0.27898
86 C 2.14501 -7.13679 -0.98098
87 Cl -0.15940 -2.77285 4.47164
88 H -3.03741 2.16950 -4.81744
89 H 1.64447 -0.84999 2.78330
90 H -2.00977 4.46145 -1.81000
91 C -0.13336 -4.21175 -1.13419
92 H 1.12355 2.06089 -2.60629
93 C -2.58572 1.57482 -4.03453
94 H -6.11108 -0.16673 0.38889
95 Si 0.12287 -3.28038 2.48114
96 H -2.69474 3.48786 4.21458
97 H 2.17357 -8.18611 -1.24362
98 C 2.25363 -0.43089 1.98423
99 C 4.24634 0.56179 1.42516
100 Cl 2.43487 -3.50734 2.56743
101 H -1.97255 2.82642 5.68929
102 C 1.99143 0.89545 1.48512
103 O 2.31180 -2.32232 -2.02906

# 3
ORCA calculation (ωB97M-V/def2-TZVPD) on C38H48AgN6O2 as an isolated structure.

Output
LUMO level: -2.7 eV
highest occupied orbital energy: -10.419 eV
total charge: +1
relative energy (zero: lowest compared OMol25 entry of this formula, charge and spin): 16.11 kcal/mol
Kohn-Sham gap: 7.7022 eV

Cartesian coordinates (Å):
1 H -4.76607 -3.43157 -1.42635
2 C 0.35208 3.66907 -3.59839
3 C -4.84232 -2.11839 -4.68756
4 H 3.33282 3.10646 1.49725
5 C -0.50340 -2.13132 -3.77328
6 C -1.61000 -2.08315 3.68280
7 H 2.56282 -0.62292 -2.00997
8 H -2.15439 -1.59484 4.52465
9 H -2.97793 4.24443 -3.45263
10 C -0.56744 -1.39999 -2.58650
11 H -2.46835 -0.78744 2.28211
12 C 4.17949 -2.05018 1.38162
13 C -0.03061 3.39549 0.87180
14 C 1.92828 1.52798 3.34314
15 H -4.16041 -1.76403 -1.66180
16 H -1.67518 -3.16531 -1.82105
17 H -4.55677 -4.06597 -3.54950
18 C -0.46662 3.02176 -1.45707
19 H 1.21645 3.81431 -4.26784
20 C -0.15015 4.90830 0.78798
21 H 2.86174 -1.73854 -4.10724
22 H -0.05918 -0.39750 5.23957
23 C 1.86554 -1.71972 -3.71598
24 C 0.28206 2.92324 2.23376
25 H 0.55989 -4.37069 0.02987
26 C 3.37533 1.53183 2.97952
27 H 0.84827 -2.63364 -5.41546
28 C -1.76125 3.36036 -1.90205
29 H -5.84888 -2.05711 -4.30155
30 C 0.08508 0.64991 4.95982
31 C 0.76926 -3.29656 0.38348
32 N 2.15808 -3.23895 0.82420
33 H 0.54245 -2.59509 -0.44290
34 N 1.05913 1.90728 2.35247
35 H 0.67750 5.38259 1.34330
36 H 1.84658 1.63544 -1.32517
37 C -4.04527 -3.33839 -4.24658
38 C -2.91295 2.94542 -0.98059
39 H -0.60018 -3.72801 4.81147
40 H 4.52108 -0.98929 1.44677
41 C -0.10380 -2.93486 1.55321
42 H 2.38989 0.25145 6.51927
43 H -1.07376 4.45946 -5.05794
44 C 2.57858 0.53595 5.46441
45 C 1.68758 -1.08716 -2.50013
46 H -1.58365 -1.21775 -2.21339
47 N -1.03196 -1.94115 1.36145
48 H -3.84591 3.12045 -1.48702
49 H 4.95046 -2.64268 0.87371
50 C -2.72590 -3.39853 -2.13624
51 C 1.95561 2.51584 -1.97619
52 C -0.02952 -3.65882 2.77548
53 H -0.60105 4.62393 3.23528
54 C 4.31783 1.03791 3.85714
55 C 2.87143 -2.06191 0.67866
56 H -0.14490 5.19552 -0.25845
57 H -0.57160 0.89748 4.14360
58 H -0.97500 3.09088 3.99888
59 H 5.41030 0.96830 3.58384
60 H 4.67774 0.08051 5.72146
61 N 0.49743 -0.83418 -1.95857
62 H -4.92637 -2.12458 -5.76804
63 H -3.76558 -3.93082 -5.12972
64 O 2.29922 -0.99838 0.31450
65 C 3.91425 0.49592 5.04586
66 Ag 0.04063 0.29625 0.04558
67 H -2.72935 1.91813 -0.65280
68 H 0.69864 -4.46087 2.90242
69 H 3.48819 1.48693 0.76108
70 N -2.82475 -3.02123 -3.54923
71 H 2.45177 2.18910 -2.87818
72 C -0.75463 -3.18822 3.84453
73 H -4.33789 -1.17976 -4.42265
74 C 0.60711 3.08484 -2.35000
75 C 3.77777 2.09396 1.66864
76 C -3.85244 -2.78606 -1.33281
77 H -2.83807 -4.48303 -2.06500
78 H 4.88707 2.18476 1.68001
79 C 0.78851 -2.21961 -4.41039
80 C 1.55105 0.91942 4.60003
81 H 4.07906 -2.47469 2.38721
82 H 2.75373 -4.07213 0.72525
83 C -1.72730 -1.56618 2.43843
84 H 0.65745 3.74274 4.17298
85 C -1.94618 3.89410 -3.18532
86 H -3.64500 -2.74109 -0.26866
87 H -2.98092 3.52384 -0.05763
88 H -1.04625 5.26210 1.22926
89 N -0.22318 2.62449 -0.16058
90 C -0.19714 3.65258 3.51871
91 C -1.67785 -2.96209 -4.34524
92 C -0.88131 4.09311 -4.02004
93 H -0.22849 1.28937 5.85877
94 O -1.54989 -3.50950 -5.46766
95 H 2.62177 3.26071 -1.55392